A structure of composition C39H42N12O5STcTe, computed with wB97M-V/def2-TZVPD.

Each line ends with the Löwdin charge.
Cartesian coordinates (Å):
Tc (-2.45091, -2.01817, 0.23033)  1.188
N (-1.83419, -6.07418, 1.73362)  0.094
C (-1.94383, -4.74774, 1.52856)  -0.843
S (-3.36889, -4.14719, 0.74960)  0.646
N (-0.94544, -4.01318, 1.97899)  0.018
N (-1.11978, -2.68383, 1.71307)  -0.118
C (-0.33631, -1.84237, 2.32101)  -0.187
C (0.73429, -2.21855, 3.27208)  -0.180
C (1.81873, -2.98410, 2.84754)  -0.035
C (2.83841, -3.30466, 3.72614)  -0.067
C (2.78026, -2.87952, 5.04743)  -0.073
C (1.69413, -2.13955, 5.48548)  -0.066
C (0.67824, -1.80594, 4.60033)  -0.039
C (-0.69182, -0.44122, 2.07455)  -0.179
C (-0.30468, 0.64676, 2.77040)  -0.002
C (-1.06703, 1.89590, 2.71558)  -0.070
C (-2.09778, 2.04566, 1.88429)  -0.014
C (-2.39528, 1.01704, 0.86024)  -0.142
N (-1.70803, -0.32400, 1.06028)  -0.178
H (-2.61373, -6.67506, 1.53557)  0.091
H (-1.10522, -6.40451, 2.34374)  0.108
H (1.85065, -3.35932, 1.83293)  0.094
H (3.67369, -3.90144, 3.38459)  0.108
H (3.57500, -3.13574, 5.73508)  0.109
H (1.62996, -1.82621, 6.51886)  0.109
H (-0.17933, -1.24971, 4.95735)  0.118
H (0.47226, 0.54641, 3.51380)  0.114
H (-0.83713, 2.64967, 3.45594)  0.114
H (-2.74676, 2.90943, 1.93769)  0.127
H (-3.46168, 0.86310, 0.71136)  0.139
O (-7.92020, -0.12093, -0.93764)  0.139
C (-7.73227, -0.15457, 0.37039)  -0.499
O (-8.57301, 0.17771, 1.16408)  0.116
C (-6.39748, -0.62034, 0.85419)  -0.032
C (-6.06876, -0.71849, 2.18942)  0.028
N (-4.79188, -1.14371, 2.25798)  0.063
N (-4.27764, -1.32581, 1.03782)  -0.117
C (-5.23472, -1.02517, 0.17362)  -0.139
C (-4.87086, -1.19521, -1.26601)  -0.567
O (-5.67865, -0.90338, -2.14356)  0.071
O (-3.67707, -1.62125, -1.43780)  -0.164
H (-7.11909, -0.42078, -1.44899)  0.070
H (-6.66355, -0.52016, 3.06413)  0.146
H (-4.24478, -1.37691, 3.06966)  0.170
C (-2.42806, 1.43560, -1.74802)  0.040
C (-1.68404, 1.06345, -0.49506)  -0.577
O (-0.51008, 1.91121, -0.40081)  -0.418
N (-1.25292, -0.31524, -0.32745)  -0.089
Te (1.15532, 0.93859, -0.52768)  1.987
C (2.50690, 2.30073, 0.37568)  -0.311
C (2.21408, 3.45979, 1.10010)  -0.273
C (0.86437, 4.10619, 1.21942)  -0.053
C (3.27579, 4.10610, 1.73474)  0.001
C (4.57757, 3.64028, 1.67405)  -0.246
C (5.69768, 4.35953, 2.36725)  -0.034
C (4.82728, 2.48231, 0.94754)  -0.003
C (3.81761, 1.78900, 0.30175)  -0.304
C (4.17294, 0.53243, -0.45177)  -0.083
C (1.47868, 1.39637, -2.55459)  -0.312
C (1.60908, 2.70695, -3.02006)  -0.257
C (1.47189, 3.93154, -2.16465)  -0.035
C (1.87478, 2.88326, -4.37633)  0.006
C (1.99015, 1.81952, -5.25639)  -0.240
C (2.27261, 2.04030, -6.71298)  -0.033
C (1.82242, 0.52918, -4.76002)  0.002
C (1.56689, 0.29537, -3.41897)  -0.304
C (1.38187, -1.11532, -2.93916)  -0.092
H (-2.81267, 2.45348, -1.67421)  0.103
H (-3.25169, 0.74509, -1.91629)  0.075
H (-1.75785, 1.39063, -2.60786)  0.094
H (0.05026, 3.49635, 0.84972)  0.035
H (0.85791, 5.04819, 0.66618)  0.099
H (0.65860, 4.35107, 2.26196)  0.088
H (3.06436, 5.01112, 2.29316)  0.128
H (5.33105, 5.22026, 2.92298)  0.080
H (6.43727, 4.71142, 1.64694)  0.090
H (6.21229, 3.69707, 3.06408)  0.089
H (5.84135, 2.10313, 0.88336)  0.127
H (5.25237, 0.39195, -0.44567)  0.091
H (3.85980, 0.57295, -1.49713)  0.067
H (3.73657, -0.36143, 0.00604)  0.072
H (0.75413, 3.79661, -1.36247)  0.046
H (1.12446, 4.76495, -2.77378)  0.094
H (2.43019, 4.21321, -1.72384)  0.100
H (1.97654, 3.89407, -4.75415)  0.126
H (2.31909, 3.10020, -6.95466)  0.080
H (1.49873, 1.58285, -7.33029)  0.090
H (3.22420, 1.58650, -6.99330)  0.091
H (1.88403, -0.31485, -5.43737)  0.126
H (1.39374, -1.80633, -3.78039)  0.082
H (0.42809, -1.23621, -2.41882)  0.045
H (2.18195, -1.42206, -2.25932)  0.075
N (-0.53474, -5.11221, -3.69684)  0.154
N (-0.44236, -4.29031, -2.58946)  -0.271
N (0.65352, -4.21396, -1.86912)  0.157
C (0.24636, -3.43240, -0.87807)  -0.200
N (-1.03020, -3.07941, -1.02310)  -0.115
N (-1.46336, -3.64438, -2.13792)  0.126
H (0.33923, -5.03750, -4.20429)  0.104
H (-1.32255, -4.78686, -4.24692)  0.110
H (0.86866, -3.11916, -0.05947)  0.099

Properties
**Kohn-Sham gap**: 6.717 eV
**LUMO energy**: -3.1 eV
**Highest occupied orbital energy**: -9.845 eV
**Net charge**: +1

A structure of composition C39H42N4OS2SiV in a non-equilibrium geometry, computed with wB97M-V/def2-TZVPD.

Each line ends with the Mulliken spin population.
Cartesian coordinates (Å):
V (-0.97472, -0.41189, 0.46075)  1.122
C (-0.34614, -3.71096, 3.02755)  -0.004
C (-0.96248, -3.52706, 1.67110)  0.008
C (-0.23365, -2.91951, 0.63538)  0.007
C (-0.66004, -3.04644, -0.69888)  -0.007
C (-1.85179, -3.68773, -0.98606)  0.011
C (-2.62557, -4.19617, 0.04934)  -0.007
C (-2.18390, -4.11621, 1.36290)  0.008
H (0.20910, -4.65213, 3.01576)  0.000
H (-1.10042, -3.78835, 3.80789)  0.000
H (0.35733, -2.91633, 3.27761)  0.001
H (0.78124, -2.59577, 0.84626)  -0.002
H (-0.02240, -2.71506, -1.50847)  -0.004
H (-2.16903, -3.80230, -2.01432)  -0.001
H (-3.56499, -4.68549, -0.17215)  0.000
H (-2.75993, -4.57660, 2.15625)  0.001
C (-1.58141, -0.99773, 4.49614)  -0.003
C (-2.65478, -0.22178, 3.80153)  0.006
C (-3.60293, 0.44797, 4.61298)  0.000
C (-4.64016, 1.12148, 4.04787)  -0.001
C (-4.79810, 1.07370, 2.64398)  0.002
C (-5.88447, 1.68004, 1.97841)  -0.003
C (-6.03471, 1.54180, 0.62528)  0.002
C (-5.12047, 0.77222, -0.10803)  0.002
C (-4.03654, 0.19416, 0.51629)  0.009
S (-2.98671, -0.88745, -0.36945)  -0.058
C (-3.82653, 0.36153, 1.90457)  -0.001
N (-2.72734, -0.22048, 2.48024)  -0.003
H (-2.04511, -1.83529, 5.02243)  0.000
H (-1.08546, -0.38232, 5.24690)  -0.001
H (-0.85576, -1.38301, 3.79259)  0.004
H (-3.47493, 0.41088, 5.68640)  0.000
H (-5.35824, 1.66471, 4.64931)  0.000
H (-6.60836, 2.23418, 2.56238)  0.000
H (-6.87270, 2.00135, 0.11904)  0.000
H (-5.26830, 0.60292, -1.16715)  0.000
C (2.06267, 3.04791, 2.68428)  0.003
N (2.59935, 1.79398, 2.20108)  0.005
C (4.02568, 1.64810, 1.89229)  0.000
C (4.14340, 0.18418, 1.43105)  0.000
N (2.74748, -0.25478, 1.45927)  0.002
C (1.93323, 0.67499, 1.95809)  0.001
S (0.27958, 0.43529, 2.33863)  0.010
H (2.11004, 3.80698, 1.90080)  0.000
H (2.64029, 3.39125, 3.54270)  0.000
H (1.03271, 2.90558, 2.99517)  -0.001
H (4.61996, 1.85909, 2.78099)  0.000
H (4.30743, 2.35307, 1.10996)  0.000
H (4.74433, -0.41101, 2.11760)  0.000
H (4.56081, 0.08977, 0.42943)  0.000
H (2.47381, -1.20956, 1.32042)  0.001
O (0.14943, -0.27615, -0.70008)  -0.150
Si (1.10892, 0.14470, -2.02941)  0.010
C (2.71328, -0.81409, -2.08395)  -0.001
C (3.66593, -0.39919, -3.01912)  0.000
C (4.87671, -1.06158, -3.14263)  0.000
C (5.16248, -2.14751, -2.32549)  0.000
C (4.23177, -2.56721, -1.38635)  0.000
C (3.01704, -1.90728, -1.27171)  0.002
C (0.07530, -0.02711, -3.57885)  -0.002
C (0.57965, 0.42897, -4.80044)  0.000
C (-0.15968, 0.29404, -5.96399)  0.000
C (-1.41604, -0.29522, -5.93117)  0.000
C (-1.93101, -0.74959, -4.72686)  0.000
C (-1.18683, -0.62051, -3.56392)  0.003
C (1.51416, 1.95557, -1.67557)  0.002
C (2.73210, 2.32280, -1.09835)  0.000
C (3.06984, 3.65956, -0.93963)  0.000
C (2.19926, 4.65435, -1.36631)  0.000
C (0.99063, 4.30895, -1.95501)  0.000
C (0.65528, 2.97096, -2.11242)  -0.001
H (3.46855, 0.45986, -3.65118)  0.000
H (5.59770, -0.72730, -3.87681)  0.000
H (6.10492, -2.66838, -2.42813)  0.000
H (4.44844, -3.41520, -0.74881)  0.000
H (2.28278, -2.26336, -0.55511)  0.001
H (1.55551, 0.89793, -4.84977)  0.000
H (0.24879, 0.64648, -6.90205)  0.000
H (-1.98620, -0.40689, -6.84364)  0.000
H (-2.91002, -1.21114, -4.69040)  0.000
H (-1.58525, -0.99775, -2.63701)  0.005
H (3.43722, 1.54963, -0.80813)  0.000
H (4.02736, 3.93133, -0.51119)  0.000
H (2.47504, 5.69563, -1.26387)  0.000
H (0.32535, 5.08101, -2.31972)  0.000
H (-0.26693, 2.70955, -2.62485)  0.000
N (-1.44852, 1.66041, 0.21938)  0.002
H (-2.18021, 1.81428, -0.46938)  0.006
H (-0.60976, 2.14496, -0.09879)  0.009
H (-1.74331, 2.07879, 1.09631)  0.005

Properties
**Kohn-Sham gap (spin up / spin down)**: 6.571 / 7.247 eV
**LUMO energy (spin up / spin down)**: -6.7 / -6.1 eV
**Highest occupied orbital energy (spin up / spin down)**: -13.269 / -13.360 eV
**Relative energy (zero: lowest compared OMol25 entry of this formula, charge and spin)**: 0.0 kJ/mol
**Expectation value of S²**: 0.768
**Spin multiplicity**: 2
**Net charge**: +2

Calculated total energy, -89563.0369 -104360.3165 eV (same order as the records).